Molecular formula: C11H8S2
Method: DFT, ωB97M-V/def2-TZVPD

Structure (XYZ):
```
21
Properties=species:S:1:pos:R:3
C 0.6229 0.1108 -0.2562
C -2.4479 -0.9475 -0.4367
H 2.2121 0.9486 -1.6040
H -2.8573 2.1058 0.5805
C 3.2894 0.6681 0.3491
H 5.1858 0.5390 1.4052
S -4.1854 -1.0589 0.0146
H -0.4419 1.8647 -0.7361
C -2.9559 1.1486 0.2695
H -4.8285 0.9642 1.1093
C 4.3394 0.6653 0.9445
H -0.2609 -1.5010 1.1208
H 3.5618 -1.3732 -1.0594
S 1.9603 -2.1886 0.2995
C 2.1351 0.3584 -0.6004
C -0.6019 0.7476 -0.5296
C -1.9035 0.2989 -0.2216
C 0.5815 -1.1330 0.5179
H -1.8372 -1.7421 -0.8591
C 2.6128 -1.0590 -0.7687
C -4.1806 0.5833 0.4608
```

As for the total energy: -1220.0701 hartree. The calculation puts the HOMO energy (alpha / beta) at -6.470 / -8.799 eV. The largest force on an atom is 5.4 eV Å⁻¹. The spin multiplicity is 3. The HOMO-LUMO gap (alpha / beta) comes out at 7.184 / 8.008 eV.

In the natural (NBO) picture, each atom carries the following charge in e: -0.049 -0.351 0.259 0.208 0.010 0.208 0.413 0.212 -0.210 0.222 -0.226 0.234 0.212 0.378 -0.348 -0.172 -0.150 -0.348 0.239 -0.340 -0.402